(1)
16
Properties=species:S:1:pos:R:3 method="wB97M-V/def2-TZVPD" lumo_ha="0.020 / -0.042" homo_lumo_gap_ev="6.107 / 7.751" fmax_ev_per_a=3.138 spin_multiplicity=3
O 2.053 -1.107 0.392
O -1.019 0.466 -0.029
O 1.144 2.499 -0.758
C -1.696 1.682 -0.305
C 1.326 1.310 -0.541
C -0.225 -2.026 0.472
C 0.748 -0.944 0.201
C 0.310 0.401 -0.080
H -0.908 -1.695 1.265
H -2.528 1.520 0.363
H 2.336 0.931 -0.683
H 0.235 -3.000 0.707
H 2.167 -1.967 0.784
H -1.027 2.388 -0.006
H -1.896 1.642 -1.419
H -1.022 -2.099 -0.361

(2)
17
Properties=species:S:1:pos:R:3 method="wB97M-V/def2-TZVPD" lumo_ha="-0.037 / -0.117" homo_lumo_gap_ev="8.583 / 5.239" fmax_ev_per_a=3.712
I 0.334 -3.053 -2.766
I 0.969 1.453 -2.924
Si 0.075 0.292 0.189
C 0.861 -1.217 1.271
C 1.234 0.201 -1.244
C -0.182 1.808 1.331
C -1.652 -0.130 -0.644
H -0.876 2.546 0.993
H 1.477 -1.843 0.524
H -2.440 0.592 -0.522
H -0.002 -1.672 1.668
H 1.908 -0.736 -1.458
H 0.781 2.225 1.765
H -0.611 1.354 2.165
H -1.872 -1.152 -0.665
H 1.572 -0.724 2.058
H -1.577 0.055 -1.740

(3)
112
Properties=species:S:1:pos:R:3 method="wB97M-V/def2-TZVPD" lumo_ha="0.088 / 0.047" charge=-1 homo_lumo_gap_ev="5.379 / 6.366" fmax_ev_per_a=5.711 spin_multiplicity=6
Te 8.430 19.343 13.762
Ru 11.524 16.696 12.935
O 10.926 18.997 14.993
O 12.508 16.762 11.123
O 12.174 14.760 13.626
O 14.464 14.091 9.951
O 14.532 12.746 11.754
N 10.436 16.877 15.847
N 9.884 15.896 12.092
N 10.198 16.468 14.534
N 13.108 17.606 14.093
C 11.070 12.390 13.841
C 12.869 17.074 8.526
C 10.323 11.266 14.221
C 15.175 15.334 16.267
C 14.262 14.069 14.378
C 13.126 17.466 7.237
C 11.087 19.876 17.847
C 7.811 22.513 16.695
C 14.248 11.755 9.611
C 8.398 23.650 16.143
C 15.755 16.031 12.321
C 16.366 14.680 16.207
C 14.369 17.435 6.659
C 12.381 10.073 14.456
C 11.299 20.222 19.198
C 13.899 16.600 9.334
C 8.959 15.269 12.986
C 14.877 18.074 11.571
C 13.321 13.505 11.952
C 13.443 14.612 10.803
C 10.996 10.058 14.494
C 11.017 18.520 17.429
C 13.043 11.197 14.120
C 15.453 13.290 14.416
C 9.154 15.696 14.349
C 14.528 19.251 15.633
C 16.504 12.873 10.405
C 9.801 15.472 10.816
C 7.672 14.400 11.186
C 14.087 15.058 15.352
C 13.659 16.124 10.766
C 11.508 19.224 20.111
C 8.904 23.567 14.840
C 10.769 18.128 15.947
C 11.329 17.532 18.426
C 8.919 22.340 14.211
C 14.779 16.711 11.601
C 8.376 21.173 14.791
C 15.111 16.402 8.700
C 12.435 12.408 13.871
C 7.844 14.644 12.474
C 15.791 18.814 12.407
C 13.087 13.750 13.479
C 13.711 18.370 14.670
C 8.295 15.276 15.587
C 11.497 17.930 19.781
C 16.433 13.651 15.300
C 16.628 16.721 13.135
C 7.821 21.309 16.057
C 16.745 18.107 13.173
C 14.975 12.885 10.430
C 8.755 14.752 10.313
C 15.364 16.816 7.372
H 9.288 22.219 13.172
H 11.854 16.986 8.914
H 13.149 15.634 15.421
H 17.540 18.515 13.759
H 15.056 16.168 16.929
H 8.500 24.553 16.660
H 15.913 15.955 9.290
H 14.241 18.577 10.919
H 11.255 16.466 18.164
H 11.725 19.538 21.116
H 8.853 14.573 9.233
H 16.311 16.646 6.887
H 9.222 24.465 14.290
H 8.845 15.512 16.506
H 16.855 13.628 11.129
H 10.632 13.398 13.736
H 9.255 11.340 14.258
H 16.819 13.074 9.425
H 12.954 9.163 14.768
H 15.837 19.880 12.405
H 11.265 21.277 19.447
H 17.190 14.910 16.888
H 14.801 11.496 8.708
H 14.449 17.940 5.710
H 17.410 13.082 15.334
H 7.395 15.792 15.723
H 7.521 20.379 16.620
H 14.136 11.071 14.130
H 10.653 15.646 10.196
H 10.713 20.643 17.165
H 7.175 14.280 13.305
H 10.407 9.163 14.674
H 15.572 19.007 15.892
H 17.284 16.119 13.735
H 7.550 22.548 17.688
H 12.304 17.799 6.592
H 13.273 12.038 9.288
H 16.873 11.884 10.720
H 12.453 14.425 10.289
H 15.740 14.982 12.273
H 12.515 12.853 11.568
H 14.199 20.196 15.512
H 15.667 12.402 13.801
H 11.779 17.200 20.500
H 8.314 14.206 15.539
H 6.751 13.920 10.816
H 14.170 10.866 10.157
H 14.180 18.837 16.622

(4)
85
Properties=species:S:1:pos:R:3 method="wB97M-V/def2-TZVPD" lumo_ha="-0.012 / -0.023" homo_lumo_gap_ev="6.016 / 6.903" fmax_ev_per_a=4.397 spin_multiplicity=4
Re -0.117 0.257 0.277
Cl 2.162 0.141 0.412
P 0.037 0.283 -2.060
F 2.172 5.654 1.954
F 0.022 7.415 1.725
F -2.797 3.889 0.310
F -2.455 6.556 0.920
F 1.738 2.982 1.424
O -0.770 2.156 0.697
C -3.605 -1.486 -4.749
C 0.214 2.074 -2.691
C -1.528 -0.766 3.276
C 1.386 -0.712 -3.031
C -1.737 -1.838 -3.034
C -1.192 -2.258 3.288
C 1.181 -0.956 -4.536
C -0.486 1.463 2.753
C 0.730 3.909 1.294
C -1.251 -2.813 1.875
C 1.138 4.797 -3.426
C -0.015 -1.682 0.039
C -1.414 5.689 1.036
C -0.536 3.432 0.897
C 0.907 4.369 -1.979
C -1.913 0.346 -4.273
C -3.179 -2.180 -3.449
C 0.348 3.907 -4.395
C 2.207 -1.967 -5.064
C -0.462 0.059 2.504
C -1.564 -0.308 -2.926
C 0.586 2.403 -4.155
C 3.642 -1.504 -4.820
C 1.175 2.868 -1.814
C -1.603 4.367 0.738
C 3.868 -1.147 -3.346
C -0.154 6.117 1.455
C -3.346 0.018 -4.689
C 0.108 -2.659 1.154
C 2.805 -0.164 -2.820
C 0.945 5.231 1.578
H -4.670 -1.662 -4.946
H -3.300 -3.263 -3.555
H 4.876 -0.733 -3.212
H 0.047 1.820 -4.917
H 0.577 4.173 -5.433
H 0.183 -1.343 -4.755
H -1.060 -2.260 -3.791
H 2.217 2.645 -2.116
H -0.128 4.595 -1.689
H 3.839 -0.618 -5.440
H 2.213 4.698 -3.623
H 0.882 5.858 -3.556
H 0.569 -0.341 2.565
H 2.972 0.028 -1.751
H 0.462 2.011 2.911
H 0.195 -2.164 -0.921
H 3.818 -2.067 -2.745
H -1.501 -3.882 1.904
H 2.914 0.804 -3.334
H 1.347 -1.704 -2.546
H -1.896 -2.818 3.900
H -4.021 0.472 -3.951
H -0.812 2.443 -2.501
H 2.041 -2.154 -6.131
H -0.187 -2.409 3.715
H 1.280 -0.010 -5.092
H -2.306 0.044 -2.185
H -1.413 1.898 3.120
H 1.650 2.166 -4.296
H 0.981 -2.383 1.795
H -1.467 -2.317 -2.083
H -3.053 -1.915 -5.597
H 1.551 4.942 -1.305
H -1.815 1.437 -4.234
H 0.365 -3.640 0.705
H -0.720 4.111 -4.240
H 4.346 -2.284 -5.134
H -1.601 -0.452 4.335
H -2.041 -2.312 1.298
H -3.564 0.486 -5.654
H -1.229 -0.015 -5.057
H -2.529 -0.579 2.845
H 1.089 2.584 -0.761
H 2.048 -2.924 -4.550
H -3.852 -1.857 -2.644

(5)
63
Properties=species:S:1:pos:R:3 method="wB97M-V/def2-TZVPD" lumo_ha="-0.095 / -0.098" charge=+1 homo_lumo_gap_ev="5.426 / 5.426" fmax_ev_per_a=4.290
Lu -0.110 -0.003 0.147
P -2.525 1.268 -0.467
P -0.433 -3.547 -0.402
O 2.076 2.520 0.135
N 0.331 0.706 -1.621
C -0.223 -2.137 -1.619
C 1.045 -4.540 -0.142
C -2.337 1.696 -2.307
C 1.385 -0.167 -2.023
C -4.246 0.581 -0.439
C 2.306 -2.374 -2.181
C -0.413 -1.697 1.767
C 0.193 1.958 -2.239
C -1.702 -4.605 -1.132
C 1.190 -1.590 -1.880
C 2.617 0.427 -2.337
C 0.614 0.867 2.170
C -2.827 2.948 0.225
C -1.264 -0.663 2.207
C 2.644 1.852 -2.846
C -1.012 -2.991 1.227
C 3.106 2.131 -0.248
C 1.272 3.858 -3.289
C -1.087 2.461 -2.531
C -0.744 0.621 2.424
C -1.114 3.708 -3.149
C 0.971 -1.448 1.601
C 1.344 2.590 -2.717
C 3.708 -0.422 -2.540
C 0.029 4.414 -3.489
C 1.480 -0.141 1.752
C 3.555 -1.803 -2.448
H -1.016 -1.373 -1.398
H 2.278 -3.459 -2.178
H 1.043 1.826 2.472
H -3.883 3.260 0.168
H -0.024 5.392 -3.956
H -4.299 -0.068 0.454
H -2.382 0.729 -2.824
H 2.177 4.362 -3.628
H -3.200 2.294 -2.615
H 3.060 1.840 -3.889
H -0.788 -3.851 1.878
H -2.095 -2.884 1.092
H 0.948 -5.105 0.798
H -2.058 4.205 -3.341
H -2.547 2.922 1.287
H -1.724 -4.512 -2.229
H -1.339 1.422 2.886
H -1.525 -5.661 -0.877
H -0.665 -2.573 -2.533
H 1.658 -2.233 1.263
H -4.443 -0.042 -1.332
H 4.714 0.003 -2.699
H 3.436 2.420 -2.540
H -2.679 -4.302 -0.732
H 1.955 -3.933 -0.076
H -5.029 1.362 -0.352
H 4.457 -2.421 -2.487
H -2.335 -0.883 2.371
H 2.559 0.041 1.700
H 1.197 -5.281 -0.941
H -2.204 3.714 -0.258

(6)
69
Properties=species:S:1:pos:R:3 method="wB97M-V/def2-TZVPD" lumo_ha="-0.199 / -0.210" charge=+2 homo_lumo_gap_ev="7.642 / 7.356" fmax_ev_per_a=1.072 spin_multiplicity=6
Mn -0.679 0.214 1.580
O 0.865 -4.478 -1.881
N 1.997 -2.618 -1.155
N 0.359 2.115 2.421
N 0.281 -1.553 2.440
N 1.447 -4.301 0.317
N 0.402 1.077 -0.327
N -2.273 -0.677 0.155
N -2.511 1.722 1.717
C 2.130 -1.848 -2.311
C 2.452 -0.177 -4.540
C 3.081 0.120 -3.327
C 2.918 -0.694 -2.226
C 2.596 0.725 -5.715
C 1.316 -4.121 2.730
C 0.472 -2.075 3.649
C -2.744 2.344 3.037
C -2.095 -0.676 -1.311
C -3.597 -0.269 0.678
C 1.674 -1.336 -4.612
C -0.656 1.602 -1.213
C 1.310 2.148 0.142
C 1.152 -3.575 1.446
C 0.976 -3.358 3.827
C 0.613 -2.287 1.370
C -1.430 0.545 -2.005
C -0.256 2.816 3.566
C 1.501 -2.159 -3.518
C -3.704 1.232 0.991
C 0.712 2.980 1.284
C 1.392 -3.842 -1.014
C -1.658 3.384 3.323
H -1.479 -1.547 -1.545
H 0.417 -1.827 0.401
H -0.321 2.093 4.384
H -3.758 -0.822 1.611
H -2.196 1.108 -2.537
H -1.640 4.119 2.516
H -2.138 2.492 1.164
H 1.396 -5.308 0.407
H 1.073 -3.756 4.822
H 1.235 1.715 2.771
H 3.467 0.445 -6.310
H 3.432 -0.461 -1.301
H -4.606 1.381 1.591
H -2.749 1.574 3.814
H 0.203 -1.459 4.496
H 1.439 3.749 1.574
H -0.203 2.272 -1.958
H 2.238 1.681 0.489
H -0.750 0.128 -2.751
H -1.339 2.202 -0.612
H 0.972 0.453 -0.907
H -0.188 3.491 0.938
H 1.729 0.655 -6.366
H -2.180 -1.657 0.428
H 2.738 1.758 -5.405
H -3.068 -0.835 -1.790
H -4.397 -0.541 -0.024
H 2.607 -2.338 -0.399
H 1.706 -5.122 2.845
H 1.555 2.824 -0.687
H 1.210 -1.596 -5.552
H -1.932 3.932 4.225
H 0.398 3.637 3.887
H 3.717 0.991 -3.259
H 0.905 -3.054 -3.595
H -3.818 1.795 0.060
H -3.720 2.850 3.054

(7)
56
Properties=species:S:1:pos:R:3 method="wB97M-V/def2-TZVPD" lumo_ha="-0.100 / -0.112" charge=+1 homo_lumo_gap_ev="6.711 / 7.326" fmax_ev_per_a=6.335 spin_multiplicity=4
V 1.686 0.107 -0.284
P -1.769 -1.199 -0.348
O -0.883 3.631 -0.899
O 0.867 1.583 -0.132
O 2.757 -1.260 -0.090
N -3.097 0.838 -1.835
N -4.447 -1.071 -1.206
N 2.646 -0.937 2.138
N 1.756 -0.006 1.666
N -2.801 -1.299 -2.954
C -0.671 3.315 0.430
C -2.047 0.592 -0.806
C 6.351 -3.407 0.396
C -1.429 3.949 1.394
C -0.444 2.567 3.098
C 6.733 -3.814 1.667
C 0.260 4.128 -1.605
C 0.204 2.280 0.785
C 5.913 -3.547 2.757
C -4.456 0.341 -1.344
C 4.359 -2.413 1.316
C -2.748 0.109 -3.133
C -1.305 3.578 2.733
C 3.195 -1.552 1.119
C 1.135 0.751 2.515
C 0.304 1.873 2.138
C -4.121 -1.704 -2.478
C -3.602 -1.550 -0.109
C 5.164 -2.716 0.219
C -1.722 -1.825 -2.115
C 4.733 -2.847 2.588
H 0.869 4.759 -0.957
H -3.132 1.845 -2.011
H -5.198 0.654 -2.079
H 6.197 -3.886 3.744
H -2.316 1.140 0.097
H -0.119 4.727 -2.430
H -2.118 4.726 1.088
H -4.651 0.829 -0.389
H 6.979 -3.624 -0.458
H -1.746 0.429 -3.419
H -3.472 0.427 -3.883
H 7.669 -4.337 1.809
H 4.861 -2.393 -0.768
H -1.886 4.097 3.483
H -0.757 -1.569 -2.557
H -1.114 1.003 -1.181
H 1.290 0.533 3.569
H -4.147 -2.785 -2.363
H -3.931 -1.084 0.823
H -1.790 -2.914 -2.102
H -4.867 -1.413 -3.221
H -3.755 -2.625 0.000
H 4.091 -2.625 3.430
H -0.360 2.272 4.137
H 0.881 3.316 -1.982

(8)
69
Properties=species:S:1:pos:R:3 method="wB97M-V/def2-TZVPD" lumo_ha="0.027 / -0.042" homo_lumo_gap_ev="8.150 / 7.387" fmax_ev_per_a=2.563 spin_multiplicity=2
Hg 0.607 0.105 0.448
N 0.198 1.169 -2.639
N 0.470 3.034 -0.967
N -1.744 1.797 -1.037
N 1.103 2.372 0.026
N 0.775 0.088 -2.039
N -1.647 1.108 0.103
C -3.471 2.942 -2.396
C -2.820 1.103 0.717
C 2.477 -2.451 3.796
C -2.266 -3.599 -0.263
C -1.624 -3.359 2.212
C 1.015 4.251 -1.097
C 1.376 -0.642 -2.955
C -0.687 -3.449 3.221
C 0.521 5.131 -2.179
C 3.015 2.586 1.492
C 0.936 -4.219 1.697
C 2.101 3.109 0.469
C 2.080 -1.943 -2.678
C 0.135 2.257 -4.901
C 1.735 -3.773 3.995
C -2.868 0.577 2.158
C -0.011 -4.179 0.680
C 0.650 -3.872 2.975
C -3.764 1.745 -0.134
C -3.020 2.160 -1.220
C -1.323 -3.763 0.896
C 1.226 -0.004 -4.175
C 1.205 -3.898 5.396
C 0.487 1.181 -3.925
C 2.049 4.353 -0.193
B -0.538 2.248 -1.848
H -2.125 -0.180 2.282
H -3.855 0.192 2.335
H 2.486 1.980 2.245
H 3.661 3.361 1.987
H 0.258 -4.487 -0.340
H 0.698 2.163 -5.847
H 1.904 -4.649 1.417
H 0.805 4.722 -3.132
H -3.014 3.934 -2.424
H 3.704 1.874 1.035
H 2.400 -4.638 3.766
H 1.581 -2.777 -3.162
H 0.525 -4.725 5.513
H 2.792 -2.328 2.749
H 2.582 5.250 -0.118
H -1.854 -3.899 -1.251
H 2.022 -4.095 6.050
H 1.801 -1.627 4.027
H 0.988 6.135 -2.076
H 1.584 -0.272 -5.152
H -0.579 5.249 -2.120
H 0.359 3.239 -4.453
H 0.640 -3.014 5.772
H -3.189 2.480 -3.306
H -4.572 2.937 -2.289
H 3.117 -1.928 -3.088
H 3.351 -2.482 4.485
H -0.912 2.231 -5.182
H -2.607 -3.041 2.442
H -0.845 2.948 -2.726
H -2.704 1.369 2.872
H -0.986 -3.204 4.231
H 2.136 -2.176 -1.630
H -3.187 -4.197 -0.122
H -4.787 2.034 0.021
H -2.556 -2.540 -0.445

Number 1: electronic energy -420.87274 hartree. Number 2: electronic energy -1043.18731 hartree. Number 3: electronic energy -3006.38368 hartree. Number 4: electronic energy -2662.45951 hartree. Number 5: electronic energy -3095.38161 hartree. Number 6: electronic energy -2507.74980 hartree. Number 7: electronic energy -2599.80505 hartree. Number 8: electronic energy -1481.08353 hartree.